No. 1
Density functional theory data (the ωB97M-V functional and the def2-TZVPD basis) for a 2-piece molecular cluster, C3H6N2S2 overall.

Geometry (Å):
1 C 2.676 -0.675 0.207
2 S 3.404 0.368 -0.745
3 N -0.004 0.020 0.490
4 C -2.138 0.263 -0.796
5 H -1.439 -1.229 0.529
6 N 2.163 -1.534 0.799
7 H 1.700 1.643 0.778
8 H -2.735 -0.371 -1.441
9 H 1.455 -1.527 1.444
10 S 0.538 1.602 0.036
11 H -1.642 1.073 -1.227
12 H -2.865 0.724 -0.101
13 C -1.113 -0.359 0.027

Summary:
SMILES string: C/C=N\S.N=C=S
Max |F| (eV Å⁻¹): 3.7
Energy (hartree): -1023.7206
Spin multiplicity: 1
Energy above the lowest of the compared OMol25 structures with the same formula, charge and spin (kcal/mol): 51.6
LUMO level (eV): 0.77



No. 2
Density functional theory data (the ωB97M-V functional and the def2-TZVPD basis) for a single C12H14OS molecule.

Geometry (Å):
1 C -3.260 1.433 1.542
2 C 1.427 -1.467 -2.231
3 H -2.401 -1.205 2.423
4 H -0.816 2.409 2.122
5 H -3.354 2.404 1.075
6 C -0.225 -0.402 -0.840
7 C -0.743 1.619 1.251
8 H 3.799 -1.045 -3.198
9 H -0.731 -1.977 -2.171
10 H 1.613 -2.288 -2.877
11 O -2.650 -1.383 -0.439
12 C 0.116 -1.328 -1.841
13 C 2.463 -0.727 -1.632
14 H 2.852 0.782 -0.098
15 H -1.563 0.133 3.186
16 S -2.010 -0.055 -0.522
17 C -1.986 0.652 1.147
18 C 0.757 0.463 -0.380
19 C 2.112 0.223 -0.616
20 C 0.469 1.468 0.609
21 C -1.654 -0.499 2.260
22 H 1.138 2.283 0.864
23 H 4.455 -0.057 -1.728
24 H -0.807 -1.085 1.973
25 H 4.423 -1.880 -1.729
26 H -4.107 0.872 1.357
27 H -3.203 1.594 2.566
28 C 3.888 -0.938 -2.074

Summary:
Max |F| (eV Å⁻¹): 4.3
Energy (hartree): -939.0082
Spin multiplicity: 1
Energy above the lowest of the compared OMol25 structures with the same formula, charge and spin (kcal/mol): 14.0
LUMO level (eV): 0.27



No. 3
Density functional theory data (the ωB97M-V functional and the def2-TZVPD basis) for a 2-piece molecular cluster, C4H9N3 overall.

Geometry (Å):
1 H -2.455 1.279 0.560
2 C -2.121 0.270 0.718
3 H -0.538 -1.383 -1.500
4 H 2.082 -2.428 0.163
5 N 1.419 -1.774 0.550
6 H -2.146 -0.092 1.731
7 H 1.348 2.372 -0.480
8 N -1.483 -1.247 -1.163
9 H -0.353 1.942 -0.640
10 H 1.546 -1.581 1.544
11 H 0.839 1.240 -1.745
12 C 0.662 1.559 -0.720
13 C 0.878 0.414 0.211
14 H 0.766 0.601 1.285
15 C -1.697 -0.471 -0.258
16 N 1.253 -0.700 -0.257

Summary:
SMILES string: C/C=N/N.C=C=N
Max |F| (eV Å⁻¹): 1.1
Energy (hartree): -321.9831
Spin multiplicity: 1
Energy above the lowest of the compared OMol25 structures with the same formula, charge and spin (kcal/mol): 67.3
LUMO level (eV): 1.11



No. 4
Density functional theory data (the ωB97M-V functional and the def2-TZVPD basis) for C7H14IrOPS as an isolated structure.

Geometry (Å):
1 H -3.264 -0.412 1.277
2 C -0.039 3.215 -1.756
3 H -0.246 4.256 -1.551
4 H -0.243 -1.437 3.401
5 H 2.808 -1.337 1.028
6 H 2.198 3.153 -1.769
7 H -0.771 0.195 -2.960
8 H -3.153 -1.574 2.635
9 C -0.440 -2.305 2.754
10 C 1.154 1.190 -2.084
11 P 2.452 -1.310 -0.352
12 C 1.244 2.645 -1.832
13 C -2.605 -0.825 2.053
14 H 1.834 0.666 -2.765
15 S -1.243 -1.696 1.278
16 H -2.203 -0.023 2.685
17 O -0.171 -0.518 0.975
18 C -0.389 0.924 -2.223
19 H -1.112 -3.031 3.220
20 H 0.502 -2.786 2.470
21 Ir 0.584 -0.068 -0.721
22 H -2.077 2.401 -2.157
23 H 3.673 -0.850 -0.954
24 C -1.012 2.232 -2.026
25 H 2.520 -2.706 -0.627

Summary:
Total charge: +1
Max |F| (eV Å⁻¹): 4.6
Energy (hartree): -1193.6429
Spin multiplicity: 6
Energy above the lowest of the compared OMol25 structures with the same formula, charge and spin (kcal/mol): 0.0
LUMO level (alpha / beta) (eV): -3.03 / -5.88